[1]
5 unconnected molecules or ions with the total composition C31H34F32NO7P3 at a distorted geometry, computed with ωB97M-V with the def2-TZVPD basis set.

Positions of all 108 atoms, in Å:
C (2.477816, -0.081752, -0.006854)
P (2.477222, 0.192463, 1.802423)
O (0.910966, 0.689299, 2.089461)
P (2.603814, -1.823153, 2.600341)
C (0.982435, -2.677745, 2.236822)
C (0.397476, -3.480771, 3.418777)
C (-0.814022, -2.874688, 4.039385)
O (-0.844920, -2.561207, 5.189892)
N (-1.979417, -2.762991, 3.205219)
C (-2.117683, -1.390012, 2.724696)
C (-2.439855, -0.354707, 3.607964)
C (-2.562786, 0.956370, 3.147164)
C (-2.361547, 1.246512, 1.798167)
C (-2.057007, 0.211607, 0.918243)
C (-1.934090, -1.103342, 1.374641)
P (2.741666, -1.542565, 4.767118)
C (1.629252, -0.167986, 5.276748)
O (4.198632, -0.768398, 4.841246)
H (3.345587, -0.659181, -0.296384)
H (2.449812, 0.883261, -0.497990)
H (1.592614, -0.629438, -0.313932)
H (0.476871, 0.067894, 2.679704)
H (0.279947, -1.954244, 1.843500)
H (1.190323, -3.360334, 1.422947)
H (0.091036, -4.452568, 3.042775)
H (1.129283, -3.622963, 4.201798)
H (-2.776722, -2.969153, 3.796626)
H (-2.585255, -0.594492, 4.648313)
H (-2.801463, 1.735910, 3.850357)
H (-2.445785, 2.268847, 1.484660)
H (-1.901221, 0.433879, -0.124147)
H (-1.704549, -1.893634, 0.683668)
H (0.726016, -0.618370, 5.673544)
H (1.420420, 0.576683, 4.518081)
H (2.133800, 0.329272, 6.099941)
H (4.608614, -0.669375, 3.975395)
F (9.152288, 1.428603, 0.192182)
C (8.123244, 1.248476, 1.043981)
F (8.602738, 0.677320, 2.172023)
C (7.063026, 0.322998, 0.444700)
F (7.565197, -0.917930, 0.278633)
F (6.082774, 0.252906, 1.390301)
C (6.345853, 0.779478, -0.836133)
O (6.792958, 0.255756, -2.072907)
C (7.772982, 0.853136, -2.812542)
F (8.117915, 2.060813, -2.336128)
F (7.271497, 1.041277, -4.057530)
C (8.992801, -0.058235, -2.982241)
F (9.499360, -0.400740, -1.783965)
F (9.938417, 0.613247, -3.675744)
H (7.685562, 2.217646, 1.298187)
H (5.339744, 0.375814, -0.737817)
H (6.240986, 1.864208, -0.869989)
H (8.710634, -0.960601, -3.528092)
F (-2.986262, 5.770646, -0.569549)
C (-2.837388, 5.835549, 0.767466)
F (-2.125542, 4.753893, 1.164164)
C (-4.187221, 5.810405, 1.486817)
F (-4.791628, 4.620560, 1.289750)
F (-3.871857, 5.898899, 2.812596)
C (-5.170985, 6.957661, 1.217480)
O (-6.207273, 6.731883, 0.283569)
C (-6.055098, 6.978080, -1.052975)
F (-4.902640, 7.612492, -1.331313)
F (-7.063863, 7.796415, -1.426067)
C (-6.213815, 5.702122, -1.886236)
F (-5.318006, 4.772135, -1.505465)
F (-5.994663, 6.006631, -3.184063)
H (-2.276119, 6.738053, 1.023565)
H (-5.697683, 7.086442, 2.161471)
H (-4.647099, 7.893934, 1.023040)
H (-7.223085, 5.303366, -1.768552)
F (-4.877063, -3.932973, 0.412558)
C (-3.657701, -4.364620, 0.801563)
F (-2.751021, -3.878067, -0.080383)
C (-3.567925, -5.889746, 0.781493)
F (-3.687461, -6.351826, -0.481231)
F (-2.297639, -6.167691, 1.202822)
C (-4.494972, -6.675752, 1.719216)
O (-5.681006, -7.219749, 1.175580)
C (-6.855212, -6.520626, 1.131812)
F (-6.791491, -5.362389, 1.811175)
F (-7.797115, -7.284584, 1.729563)
C (-7.335477, -6.308263, -0.307603)
F (-6.407662, -5.651361, -1.027828)
F (-8.464807, -5.566659, -0.279160)
H (-3.429910, -3.975314, 1.796567)
H (-3.913739, -7.553167, 1.997832)
H (-4.688205, -6.125261, 2.640488)
H (-7.542392, -7.272208, -0.776229)
F (0.269331, 0.000974, -4.687356)
C (1.176010, -0.551402, -3.861002)
F (0.674814, -0.513721, -2.601224)
C (2.499060, 0.220338, -3.879411)
F (2.321867, 1.455945, -3.366235)
F (3.312138, -0.468209, -3.021853)
C (3.274388, 0.300051, -5.201976)
O (3.136156, 1.473752, -5.975831)
C (2.151438, 1.619772, -6.914273)
F (1.471296, 0.479616, -7.126914)
F (2.753503, 1.951611, -8.077242)
C (1.213910, 2.782899, -6.574586)
F (0.649320, 2.599252, -5.365897)
F (0.236092, 2.832859, -7.504825)
H (1.337063, -1.595044, -4.144288)
H (4.320924, 0.310964, -4.899693)
H (3.132713, -0.600075, -5.800867)
H (1.770001, 3.722200, -6.576081)

Forces on atoms 1 to 6 (eV/Å):
-0.7 -0.3 0.4
0.4 0.5 0.5
0.3 -0.1 -0.3
0.3 -0.2 -0.6
0.2 0.0 0.2
0.2 0.1 -0.6

Summary:
E ... -6002.92159 Ha
Charge ... 0
SMILES string ... CP(O)P(CCC(=O)Nc1ccccc1)#P(C)O.FC(F)C(F)(F)COC(F)(F)C(F)F.FC(F)C(F)(F)COC(F)(F)C(F)F.FC(F)C(F)(F)COC(F)(F)C(F)F.FC(F)C(F)(F)COC(F)(F)C(F)F
Frontier orbital gap ... 8.5 eV
HOMO level ... -8.1926 eV

[2]
C21H18N2O4S in the gas phase, computed with ωB97M-V with the def2-TZVPD basis set.

Positions of all 46 atoms, in Å:
O (-7.068245, -0.372757, 0.325756)
C (-6.381699, -1.306096, -0.001984)
O (-6.909351, -2.504859, -0.328995)
C (-4.901752, -1.280430, -0.083833)
C (-4.159484, -2.415786, -0.485412)
C (-2.801586, -2.358761, -0.551096)
C (-2.111549, -1.167401, -0.219188)
C (-0.702351, -1.075296, -0.279754)
C (-0.068595, 0.086083, 0.048826)
C (1.435354, 0.154909, 0.020934)
O (2.110175, -0.111788, 0.994196)
N (1.944768, 0.535500, -1.185631)
C (3.282818, 0.701196, -1.535300)
C (4.353205, 0.516988, -0.726530)
C (5.662466, 0.730855, -1.246684)
C (5.807591, 1.114987, -2.527858)
N (4.727908, 1.307787, -3.350951)
C (4.936101, 1.718197, -4.736655)
C (5.698485, 0.683583, -5.559086)
C (6.011783, 1.357245, -6.880886)
S (6.512129, 3.061329, -6.466839)
C (5.669657, 3.061315, -4.854789)
C (3.428655, 1.113573, -2.924510)
O (2.457350, 1.275857, -3.660278)
C (-0.811612, 1.217487, 0.454230)
C (-2.169992, 1.159102, 0.519327)
C (-2.856735, -0.032166, 0.184109)
C (-4.263802, -0.119794, 0.241978)
H (-7.866592, -2.400199, -0.236914)
H (-4.670466, -3.332788, -0.741495)
H (-2.236000, -3.229688, -0.858898)
H (-0.129255, -1.944007, -0.583870)
H (1.295255, 0.724631, -1.938221)
H (4.221907, 0.210837, 0.298733)
H (6.527855, 0.585723, -0.620539)
H (6.770795, 1.291015, -2.984692)
H (3.945929, 1.831538, -5.167380)
H (6.623614, 0.390475, -5.056788)
H (5.097914, -0.218495, -5.693900)
H (6.823563, 0.866004, -7.411613)
H (5.136443, 1.380885, -7.529350)
H (4.967528, 3.891003, -4.795133)
H (6.408832, 3.194037, -4.065839)
H (-0.297879, 2.132532, 0.722086)
H (-2.738188, 2.026727, 0.831535)
H (-4.842768, 0.742261, 0.548096)

Forces on atoms 1 to 6 (eV/Å):
0.0 0.0 0.0
-0.1 0.0 0.1
0.0 0.1 0.0
0.0 -0.1 -0.1
0.0 -0.2 0.0
0.0 0.0 0.0

Summary:
E ... -1619.79113 Ha
Charge ... 0
Energy above the lowest of the compared OMol25 structures with the same formula, charge and spin ... 17.5 kJ/mol
SMILES string ... O=C(O)c1ccc2cc(C(=O)Nc3cccn([C@@H]4CCSC4)c3=O)ccc2c1
Frontier orbital gap ... 8.3 eV
HOMO level ... -8.3445 eV